9
Properties=species:S:1:pos:R:3:mulliken_charge:R:1 method="wB97M-V/def2-TZVPD" smiles=N#CC(O)(O)O e_homo_ha=-0.4279 energy_ev=-9752.911 lumo_ha=0.01334 e_above_lowest_kj_mol=306.7 multiplicity=1
N 0.58 1.92 1.71 -0.427
C 0.02 0.97 1.00 -0.014
C -0.26 -0.15 0.05 0.987
O -0.15 -1.40 0.73 -0.494
O 0.76 0.01 -0.91 -0.577
O -1.50 -0.10 -0.67 -0.494
H 0.34 -1.99 0.14 0.337
H 1.63 0.40 -0.53 0.351
H -1.43 0.34 -1.54 0.330